(1)
The following is a quantum chemistry calculation of a 2-piece molecular cluster, CH2F2N2O overall, from the Open Molecules 2025 dataset.

XYZ file:
```
8
Properties=species:S:1:pos:R:3:forces:R:3:nbo_charge:R:1
N -1.964 -1.480 0.601 -0.03 -0.79 0.41 -0.775
C -1.476 -0.644 -0.106 0.25 1.74 -0.62 0.866
O -1.178 0.283 -0.776 -0.27 -1.44 0.73 -0.528
H -1.606 -2.211 1.208 -0.02 0.56 -0.55 0.435
F 1.197 -0.927 0.460 -0.27 1.16 0.87 -0.232
N 2.259 -0.036 0.501 1.75 -1.87 -1.77 0.156
F 2.511 0.048 -0.888 0.45 0.16 0.50 -0.251
H 2.018 0.930 0.634 -1.85 0.50 0.43 0.331
```
Positions in Å, forces in eV/Å.

gap between HOMO and LUMO: 11.9 eV
SMILES: N=C=O.FNF
energy: -11527.9602 eV
E_LUMO: 0.79 eV

(2)
The following is a quantum chemistry calculation of a 2-piece molecular cluster, CH2F2O overall, from the Open Molecules 2025 dataset.

XYZ file:
```
6
Properties=species:S:1:pos:R:3:forces:R:3:nbo_charge:R:1
C 0.442 0.082 -0.409 -3.23 -2.09 5.96 0.835
O -1.346 -0.506 0.275 4.05 2.27 0.70 -0.847
F 1.205 -0.924 0.069 -0.81 1.88 -1.39 -0.293
F 0.642 1.218 0.231 0.40 -0.62 -0.07 -0.298
H 0.288 0.272 -1.404 -0.18 -0.50 -2.60 0.153
H -1.231 -0.142 1.239 -0.23 -0.94 -2.60 0.449
```
Positions in Å, forces in eV/Å.

gap between HOMO and LUMO: 10.9 eV
energy: -8549.1768 eV
E_LUMO: 0.39 eV